(1)
# C32H23FInN5O6S

A structure of composition C32H23FInN5O6S (ωB97M-V/def2-TZVPD, OMol25).

XYZ file:
```
69
C32H23FInN5O6S | OMol25 | ωB97M-V/def2-TZVPD
In -0.105 1.075 0.932
C -1.408 -0.459 3.903
O -0.644 -0.719 2.726
C -0.216 -1.992 2.483
C -0.324 -3.016 3.413
C 0.142 -4.284 3.096
C 0.713 -4.524 1.855
C 0.819 -3.494 0.934
C 0.370 -2.217 1.236
N 0.431 -1.115 0.308
N 1.102 -1.397 -0.718
C 1.214 -0.569 -1.793
C 0.447 0.597 -2.007
O -0.384 1.086 -1.147
C 0.555 1.273 -3.268
C 1.392 0.830 -4.227
C 2.209 -0.333 -4.043
C 3.080 -0.767 -5.060
C 3.856 -1.883 -4.888
C 3.771 -2.594 -3.679
C 2.928 -2.185 -2.675
C 2.122 -1.040 -2.832
H -2.271 -1.123 3.952
H -1.747 0.567 3.820
H -0.788 -0.583 4.792
H -0.766 -2.831 4.380
H 0.048 -5.082 3.822
H 1.063 -5.515 1.594
H 1.238 -3.674 -0.046
H -0.062 2.152 -3.403
H 1.464 1.363 -5.169
H 3.126 -0.201 -5.984
H 4.524 -2.214 -5.671
H 4.380 -3.478 -3.535
H 2.883 -2.736 -1.746
S 3.738 2.665 2.868
C 3.513 1.089 3.488
C 2.367 0.517 3.022
C 1.639 1.370 2.134
C 2.274 2.565 1.965
C 1.782 3.637 1.080
C 2.418 4.862 0.918
C 1.876 5.784 0.042
C 0.716 5.470 -0.651
C 0.132 4.236 -0.427
N 0.653 3.345 0.419
H 4.240 0.669 4.167
H 2.058 -0.480 3.304
H 3.323 5.081 1.469
H 2.356 6.744 -0.099
H 0.265 6.164 -1.346
H -0.782 3.935 -0.920
F -2.214 -2.036 -2.231
C -3.193 -1.672 -1.396
C -3.266 -0.433 -0.915
N -4.260 -0.040 -0.037
C -4.301 1.324 0.491
C -2.890 1.841 0.675
O -2.518 2.878 0.158
O -2.143 1.041 1.393
C -5.254 -0.910 0.361
O -6.158 -0.596 1.107
N -5.136 -2.185 -0.161
C -4.170 -2.687 -1.036
O -4.192 -3.833 -1.417
H -2.523 0.305 -1.200
H -4.795 1.277 1.459
H -4.862 1.987 -0.162
H -5.857 -2.833 0.120
```

Max |F| = 0.01050 Eh/bohr
Total charge = 0
Total energy = -72021.275 eV
ΔE to the lowest compared entry with this formula, charge and spin = 0.0 kcal per mole
Kohn-Sham gap = 7.03 eV
Highest occupied orbital energy = -7.810 eV


(2)
# C6H15N

A cluster of 2 separate species, C6H15N in total (ωB97M-V/def2-TZVPD, OMol25).

XYZ file:
```
22
C6H15N | OMol25 | ωB97M-V/def2-TZVPD
C -0.352 0.132 -1.992
C -0.658 -0.591 -0.682
C -1.092 0.657 0.595
C -1.277 -0.085 1.893
C -0.034 1.721 0.648
H 0.659 0.538 -1.971
H -0.455 -0.546 -2.840
H -1.031 0.967 -2.158
H -1.673 -0.988 -0.749
H -0.192 -1.583 -0.700
H -2.033 1.034 0.194
H -2.054 -0.845 1.805
H -0.332 -0.547 2.183
H -1.582 0.605 2.684
H -0.051 2.368 -0.226
H -0.143 2.326 1.550
H 0.949 1.248 0.723
C 2.644 -1.422 -0.317
N 2.015 -0.783 0.551
H 3.728 -1.261 -0.443
H 2.171 -2.097 -1.043
H 0.795 -0.849 0.294
```

Structure (SMILES) = CCC(C)C.C=N
Max |F| = 0.09430 Eh/bohr
Total charge = 0
Total energy = -7952.362 eV
ΔE to the lowest compared entry with this formula, charge and spin = 78.5 kcal per mole
Kohn-Sham gap = 10.13 eV
Highest occupied orbital energy = -9.025 eV


(3)
# C27H33N2Tc

A structure of composition C27H33N2Tc (ωB97M-V/def2-TZVPD, OMol25).

XYZ file:
```
63
C27H33N2Tc | OMol25 | ωB97M-V/def2-TZVPD
C -2.313 -0.562 -0.843
C -1.488 -1.742 -0.946
C -0.730 -1.672 -2.157
C -1.031 -0.424 -2.783
C -2.041 0.227 -2.001
Tc -0.256 0.077 -0.822
C 2.108 1.778 0.457
C 0.683 1.676 0.861
H 0.580 1.758 1.931
C -0.408 1.981 0.017
H -0.012 2.584 -0.796
H -1.388 2.278 0.421
C 2.806 2.692 1.482
H 2.619 2.366 2.525
H 3.910 2.835 1.267
H 2.385 3.733 1.494
C 2.468 2.307 -1.021
H 2.066 1.700 -1.854
H 2.270 3.388 -1.154
H 3.565 2.124 -1.030
C -1.380 -2.854 0.050
H -2.099 -2.742 0.875
H -1.536 -3.840 -0.424
H -0.367 -2.890 0.497
C 0.168 -2.767 -2.640
H 0.947 -2.980 -1.885
H -0.403 -3.702 -2.812
H 0.640 -2.457 -3.586
C -0.465 0.066 -4.047
H 0.583 -0.188 -4.121
H -0.949 -0.343 -4.929
H -0.556 1.139 -4.106
C -2.691 1.489 -2.330
H -2.007 2.210 -2.732
H -3.460 1.372 -3.079
H -3.164 1.946 -1.481
C -3.319 -0.295 0.225
H -3.535 0.776 0.248
H -4.256 -0.851 0.037
H -2.919 -0.601 1.205
C 1.950 -0.375 -0.690
C 2.721 0.502 0.333
C 2.724 -1.280 -1.564
C 3.920 -0.009 0.791
H 1.275 -0.948 -0.058
C 4.032 -1.571 -1.185
H 2.406 -1.647 -2.582
C 4.612 -0.933 -0.020
H 4.367 0.541 1.669
H 4.735 -2.175 -1.783
H 5.616 -1.159 0.386
N -3.145 -3.524 3.335
C -2.701 -2.449 3.445
C -2.168 -1.122 3.585
C -2.857 -0.130 4.301
C -2.345 1.166 4.365
C -1.134 1.410 3.703
N -0.489 0.443 3.076
C -0.931 -0.795 3.012
H -3.791 -0.381 4.790
H -2.819 1.981 4.889
H -0.696 2.410 3.676
H -0.307 -1.543 2.516
```

Max |F| = 0.11087 Eh/bohr
Total charge = +1
Total energy = -33701.456 eV
Spin multiplicity = 4
ΔE to the lowest compared entry with this formula, charge and spin = 67.9 kcal per mole
Kohn-Sham gap (spin up / spin down) = 5.42 / 6.79 eV
Highest occupied orbital energy (spin up / spin down) = -9.392 / -11.117 eV


(4)
# C2H5BF3NO2S

The molecule C2H5BF3NO2S (ωB97M-V/def2-TZVPD, OMol25).

XYZ file:
```
15
C2H5BF3NO2S | OMol25 | ωB97M-V/def2-TZVPD
N 2.049 -0.912 -0.218
C 1.813 0.470 0.157
B 0.380 1.024 0.000
S -1.070 0.130 -0.839
O -0.721 -1.067 -1.548
O -1.707 1.156 -1.626
C -2.286 -0.415 0.488
F -2.204 -1.729 0.651
F -2.025 0.199 1.649
F -3.514 -0.090 0.088
H 3.027 -1.127 -0.288
H 1.584 -1.570 0.381
H 2.097 0.715 1.189
H 2.440 1.100 -0.473
H 0.137 2.115 0.389
```

Structure (SMILES) = NCBS(=O)(=O)C(F)(F)F
Max |F| = 0.02803 Eh/bohr
Total charge = 0
Total energy = -27402.268 eV
Kohn-Sham gap = 8.50 eV
Highest occupied orbital energy = -9.733 eV


Number 1: molecular weight 739.45 g/mol. Number 2: molecular weight 101.19 g/mol. Number 3: molecular weight 483.57 g/mol. Number 4: molecular weight 174.94 g/mol.